# 1
A structure of composition C34H33IrNO4P2S, computed with ωB97M-V/def2-TZVPD.

XYZ file:
```
76
Properties=species:S:1:pos:R:3:mulliken_charge:R:1
Ir 0.26642 0.12928 0.13720 1.747
O 0.88217 -2.03857 2.89426 -0.695
S 1.26747 -0.67880 2.59852 1.181
O 1.99734 -0.01557 3.65535 -0.693
O 2.00172 -0.59406 1.26654 -0.807
O -0.00866 0.16129 2.25493 -0.706
C -1.19332 2.98951 0.89309 -1.431
C -2.03936 2.50463 -0.28105 -1.382
P -1.75946 0.69093 -0.53452 1.106
C -2.32477 0.43665 -2.24303 0.882
C -2.94070 -0.76283 -2.60505 -0.725
C -3.30472 -0.99756 -3.92195 -0.749
C -3.05179 -0.03890 -4.89228 -0.593
C -2.42148 1.14479 -4.54604 -0.741
C -2.05569 1.37803 -3.22825 -0.602
C -3.10500 -0.02273 0.47445 0.641
C -4.43963 0.27239 0.18303 -0.581
C -5.45833 -0.24447 0.96505 -0.794
C -5.14966 -1.05959 2.04969 -0.560
C -3.82864 -1.35053 2.34530 -0.932
C -2.80156 -0.83404 1.56139 -0.379
P 0.51843 2.37740 0.61845 0.693
C 1.47265 3.08752 1.98804 0.686
C 1.06695 2.83897 3.29847 -0.460
C 1.79471 3.35494 4.35910 -0.798
C 2.93589 4.10648 4.12611 -0.485
C 3.35838 4.33680 2.82428 -0.662
C 2.63062 3.82904 1.75950 -0.717
C 1.05538 3.35788 -0.82733 0.241
C 0.82647 4.73237 -0.90938 -0.054
C 1.19746 5.44006 -2.04148 -0.724
C 1.80909 4.78088 -3.10238 -0.542
C 2.05675 3.41948 -3.02015 -0.391
C 1.68051 2.71131 -1.88470 -0.585
H -1.52269 2.52841 1.82886 0.564
H -1.23955 4.07313 1.00966 0.723
H -1.74972 3.03526 -1.19070 0.422
H -3.10444 2.67588 -0.11964 0.745
H -3.12197 -1.52475 -1.85803 0.430
H -3.76801 -1.93804 -4.18911 0.397
H -3.32869 -0.22458 -5.92277 0.372
H -2.19498 1.88469 -5.30342 0.413
H -1.52781 2.29441 -2.98250 0.003
H -4.67953 0.89078 -0.67438 0.410
H -6.49105 -0.01784 0.73011 0.406
H -5.94497 -1.46420 2.66384 0.373
H -3.58342 -1.97660 3.19364 0.469
H -1.76610 -1.03168 1.81140 0.519
H 0.21575 2.20078 3.48770 0.253
H 1.48446 3.13315 5.37174 0.386
H 3.50931 4.49524 4.95868 0.357
H 4.26008 4.90615 2.63526 0.382
H 2.97122 4.00692 0.74749 0.333
H 0.36483 5.25301 -0.07825 0.364
H 1.01161 6.50544 -2.09909 0.383
H 2.09481 5.33337 -3.98906 0.375
H 2.53462 2.89888 -3.84065 0.432
H 1.85622 1.64564 -1.81018 0.301
C 1.03041 -0.19199 -3.85854 -0.819
C 0.26144 -1.43738 -3.54978 1.264
C -0.21201 -2.25589 -4.56194 -0.640
C -0.87337 -3.44567 -4.28884 -0.994
C -1.06361 -3.80715 -2.96160 -0.756
C -0.62036 -3.01945 -1.91214 1.379
C -0.84473 -3.42712 -0.48740 -1.357
C 0.06485 -1.80569 -2.18935 -0.362
N 0.62536 -1.09921 -1.17481 -0.219
H 1.19389 -0.09398 -4.93403 0.363
H 1.99696 -0.21064 -3.34398 0.350
H 0.50465 0.69859 -3.51048 -0.312
H -0.04773 -1.95432 -5.59253 0.345
H -1.22988 -4.07896 -5.09195 0.362
H -1.57483 -4.73688 -2.72723 0.330
H -1.24457 -4.44166 -0.43792 0.466
H -1.54994 -2.75796 0.01666 0.069
H 0.07477 -3.36932 0.09927 0.333
```

- Net charge: -1
- Lowest unoccupied orbital energy: 2.4 eV
- HOMO-LUMO gap: 6.0975 eV



# 2
A structure of composition C34H33N4O2PPdS2, computed with ωB97M-V/def2-TZVPD.

XYZ file:
```
77
Properties=species:S:1:pos:R:3:mulliken_charge:R:1
Pd -0.33290 -0.22978 -0.97283 1.355
C -1.93106 2.78323 1.93412 -1.666
C -1.41174 1.99476 0.78455 0.398
N -1.13102 0.71695 0.90225 2.326
N -1.39367 0.05717 1.94352 -1.639
C -0.66318 -1.12887 2.12305 0.084
O -0.03257 -1.60397 1.19029 -0.618
C -0.80274 -1.75967 3.43992 0.436
C -0.15294 -2.97445 3.66024 -0.460
C -0.25521 -3.59468 4.89038 -0.708
C -1.00333 -3.00513 5.90393 -0.366
C -1.65256 -1.79602 5.68902 -0.809
C -1.55716 -1.17177 4.45824 -0.073
C -1.09665 2.63278 -0.47586 0.793
C -1.34985 3.97849 -0.69971 -0.951
C -0.95011 4.55441 -1.89471 -0.802
C -0.31017 3.76350 -2.82961 -0.899
C -0.10001 2.42126 -2.53984 -0.769
N -0.48251 1.86936 -1.39731 0.706
H -2.13738 2.14480 2.78514 0.352
H -2.85620 3.26789 1.61049 0.415
H -1.23512 3.56893 2.23257 0.371
H 0.42453 -3.41682 2.85975 0.463
H 0.24554 -4.53684 5.06590 0.423
H -1.08217 -3.49296 6.86638 0.418
H -2.23557 -1.34533 6.48033 0.427
H -2.07062 -0.23606 4.28360 0.415
H -1.85386 4.56901 0.05074 0.526
H -1.13262 5.60316 -2.08476 0.443
H 0.04098 4.16512 -3.76932 0.532
H 0.40616 1.78660 -3.24906 0.571
O 1.56477 1.91979 0.86281 -0.422
C 2.84767 1.97924 0.22650 -0.674
C 3.62894 0.69067 0.40803 -0.849
C 2.91546 -0.54438 -0.15096 -0.034
C 2.71534 -0.47067 -1.63728 0.512
C 3.82346 -0.52296 -2.48302 -0.805
C 3.66263 -0.46635 -3.85162 -0.608
C 2.37420 -0.37888 -4.36946 -0.974
C 1.32147 -0.33858 -3.48739 -0.858
N 1.48681 -0.35493 -2.15185 0.644
H 1.71841 1.80247 1.80752 0.296
H 3.42033 2.82562 0.61169 0.343
H 2.64947 2.17152 -0.83041 0.301
H 3.82564 0.53709 1.47262 0.464
H 4.60765 0.80148 -0.06610 0.437
H 1.96405 -0.70264 0.35618 -0.537
H 3.52968 -1.42430 0.05276 0.485
H 4.80799 -0.62130 -2.04571 0.551
H 4.52064 -0.50998 -4.50890 0.450
H 2.18664 -0.36683 -5.43358 0.514
H 0.29702 -0.32902 -3.84222 0.756
S -0.56600 -2.46635 -1.63100 -0.288
P -2.45808 -2.05066 -2.26244 0.733
S -2.70896 -0.37405 -1.13743 -0.508
C -3.62247 -3.34071 -1.87671 0.933
C -3.25727 -4.67139 -2.06844 -0.270
C -4.19171 -5.66754 -1.83800 -0.790
C -5.47372 -5.33372 -1.42088 -0.468
C -5.82916 -4.00591 -1.22329 -0.693
C -4.90366 -3.00042 -1.45063 -0.512
C -2.49238 -1.69292 -4.02183 0.920
C -2.91006 -0.45314 -4.49711 -0.354
C -2.94750 -0.22632 -5.86648 -0.700
C -2.57177 -1.22932 -6.74814 -0.539
C -2.15357 -2.46580 -6.26941 -0.729
C -2.11550 -2.70378 -4.90617 -0.441
H -2.25025 -4.93499 -2.37141 0.337
H -3.91814 -6.70446 -1.97740 0.419
H -6.19936 -6.11558 -1.24160 0.411
H -6.82593 -3.75386 -0.88812 0.419
H -5.17832 -1.96447 -1.28889 0.395
H -3.20914 0.32456 -3.80630 0.429
H -3.28215 0.73086 -6.24376 0.434
H -2.61229 -1.05249 -7.81468 0.434
H -1.86481 -3.24679 -6.95976 0.441
H -1.78895 -3.66964 -4.53884 0.297
```

- Net charge: +2
- Lowest unoccupied orbital energy (spin up / spin down): -8.4 / -8.4 eV
- HOMO-LUMO gap (spin up / spin down): 5.2503 / 5.2575 eV



# 3
A structure of composition C34H33N7O3S5Ti, computed with ωB97M-V/def2-TZVPD.

XYZ file:
```
83
Properties=species:S:1:pos:R:3:nbo_charge:R:1
Ti 0.03772 1.04339 -0.47610 1.512
O 0.23783 0.46144 -2.14560 -0.737
C -0.04526 0.87011 -3.34449 0.463
C 0.16783 0.06186 -4.47073 -0.302
C -0.14524 0.49039 -5.75001 -0.173
C -0.68801 1.75633 -5.95090 -0.291
C -0.89039 2.58664 -4.87476 -0.138
C -0.57480 2.18735 -3.56239 -0.224
C -0.68866 3.10033 -2.49461 0.156
N -0.36720 2.84002 -1.24723 -0.515
C -0.32569 3.95595 -0.32890 -0.226
C 0.61340 3.51983 0.80675 -0.249
N 0.13328 2.21521 1.13662 -0.555
C -0.45498 2.00141 2.28586 0.181
C -1.38694 0.94636 2.46529 -0.232
C -1.79769 0.51329 3.73696 -0.146
C -2.73519 -0.48500 3.88619 -0.288
C -3.31025 -1.06715 2.76116 -0.199
C -2.95983 -0.63407 1.49471 -0.240
C -1.98924 0.35727 1.29400 0.398
O -1.71258 0.77399 0.09246 -0.755
H 0.61050 -0.91050 -4.32499 0.209
H 0.04193 -0.15642 -6.59794 0.198
H -0.93445 2.08983 -6.95090 0.198
H -1.27537 3.58694 -5.02096 0.198
H -0.99415 4.11765 -2.75569 0.173
H -1.33456 4.14888 0.08334 0.187
H 0.05223 4.86029 -0.82078 0.224
H 0.58642 4.22157 1.65701 0.179
H 1.63092 3.46582 0.39536 0.275
H -0.27350 2.69123 3.12114 0.181
H -1.35139 0.97142 4.61064 0.215
H -3.01356 -0.82521 4.87651 0.205
H -4.04973 -1.85083 2.87717 0.196
H -3.41387 -1.06520 0.61218 0.206
S 8.09572 2.43115 -1.33743 -0.255
C 6.44172 2.45046 -1.37237 -0.565
S 5.46288 1.16345 -0.76691 0.455
C 3.87898 1.87727 -1.04622 -0.424
C 3.86334 3.10088 -1.65121 -0.393
S 2.52275 4.02142 -2.08240 -0.470
S 5.49497 3.75186 -2.01157 0.418
S 2.59726 0.89765 -0.40436 -0.323
N 2.69173 -0.48988 9.59069 -0.481
C 2.44091 -0.62363 8.46481 0.296
C 2.11732 -0.78011 7.12496 -0.346
C 2.36237 0.25144 6.18474 -0.161
C 1.99578 0.11283 4.87648 -0.286
C 1.36250 -1.06061 4.41549 0.094
C 1.14813 -2.10166 5.34206 -0.263
C 1.51205 -1.97007 6.65362 -0.192
N 0.95652 -1.17642 3.09120 -0.333
C 0.11388 -2.13128 2.56443 -0.129
C -0.09071 -1.79820 1.25769 -0.059
N 0.60532 -0.66969 0.94702 -0.573
C 1.22062 -0.32070 2.06841 0.181
H 2.84659 1.15711 6.52429 0.203
H 2.17688 0.92307 4.18822 0.208
H 0.68953 -3.02451 5.01936 0.194
H 1.34428 -2.77978 7.35226 0.199
H -0.30782 -2.92247 3.14879 0.210
H -0.69756 -2.30354 0.53202 0.227
H 1.92937 0.48417 2.12566 0.246
C -3.48486 -3.23256 -2.68508 -0.405
N -2.64640 -2.13282 -3.13378 -0.507
C -3.34136 -0.85583 -3.03652 -0.410
C -1.42267 -2.08511 -2.38181 0.816
O -1.29747 -1.40532 -1.38943 -0.611
N -0.44111 -2.88366 -2.86309 -0.445
C -0.55943 -3.67427 -4.05810 -0.409
C 0.85710 -2.83099 -2.22492 -0.421
H -3.84177 -3.09026 -1.65433 0.178
H -2.92676 -4.16671 -2.73087 0.197
H -4.34979 -3.30307 -3.34688 0.191
H -4.25550 -0.91865 -3.62788 0.182
H -2.69130 -0.08059 -3.44085 0.224
H -3.58647 -0.59005 -2.00119 0.198
H -1.46861 -3.39361 -4.58478 0.235
H -0.58899 -4.74403 -3.81822 0.176
H 0.29812 -3.49631 -4.71224 0.192
H 0.93631 -1.89749 -1.65813 0.281
H 1.64090 -2.85354 -2.98287 0.193
H 0.99528 -3.67576 -1.54514 0.187
```

- Net charge: -2
- Lowest unoccupied orbital energy (spin up / spin down): 3.6 / 3.6 eV
- HOMO-LUMO gap (spin up / spin down): 3.3672 / 4.5879 eV
- Multiplicity: 3



# 4
A structure of composition C34H33N7O5OsPS4, computed with ωB97M-V/def2-TZVPD.

XYZ file:
```
85
Properties=species:S:1:pos:R:3:mulliken_charge:R:1
Os 0.17875 0.74288 0.21886 2.274
C 3.70304 -3.43601 1.23301 -0.868
N 2.69320 -2.65039 0.53390 0.310
C 2.11116 -2.98982 -0.65981 -0.912
C 1.25142 -1.98271 -0.97782 -0.406
N 1.29270 -1.05243 0.01889 0.454
C 2.17892 -1.46670 0.92249 -0.406
P 2.78639 -0.44252 2.30672 -0.502
C 1.16115 -0.04760 3.00091 0.083
N 0.11303 0.37037 2.30148 0.668
C -0.96225 0.38076 3.14280 -0.511
C -0.54611 -0.01935 4.37842 -1.049
N 0.79349 -0.28575 4.28034 0.385
C 1.62586 -0.79300 5.36248 -1.005
C 3.05142 1.01344 1.24321 0.022
N 2.17225 1.42055 0.33626 0.189
C 2.80847 2.29441 -0.49915 -0.614
C 4.09772 2.42185 -0.07875 -0.888
N 4.24118 1.60812 1.01109 0.431
C 5.47253 1.42862 1.76776 -0.937
H 3.83014 -4.37467 0.70232 0.349
H 3.38058 -3.64714 2.24995 0.336
H 4.65405 -2.90743 1.25179 0.330
H 2.34760 -3.90659 -1.17012 0.502
H 0.62304 -1.86245 -1.84245 0.416
H -1.93568 0.69481 2.81314 0.244
H -1.08116 -0.12693 5.30581 0.561
H 1.29102 -0.35216 6.29792 0.362
H 2.66168 -0.51155 5.19233 0.412
H 1.54962 -1.87725 5.42926 0.307
H 2.31348 2.75538 -1.33626 0.605
H 4.90894 3.02189 -0.45236 0.494
H 6.12028 0.70141 1.28077 0.264
H 5.23407 1.09145 2.77276 0.341
H 5.98618 2.38446 1.83268 0.396
C 4.57292 4.10661 4.48387 -1.686
C 3.30176 3.94109 3.69731 0.876
C 3.14563 4.54459 2.45182 -0.867
C 1.95763 4.43323 1.74616 -0.542
C 0.91467 3.69561 2.28477 -0.364
C 1.03676 3.10586 3.53554 0.004
C 2.22937 3.22432 4.22891 -0.831
S -0.62703 3.63429 1.42320 1.309
O -0.85116 4.92050 0.83531 -0.759
O -1.59098 3.05929 2.31383 -0.730
N -0.40160 2.56241 0.15330 -0.256
C -0.75354 3.06029 -1.18555 -0.658
C -0.04949 2.20603 -2.23567 0.460
O 0.11630 2.60182 -3.36290 -0.736
O 0.36487 1.04703 -1.77992 -1.079
H 5.36419 4.54500 3.87717 0.366
H 4.92608 3.15164 4.87701 0.362
H 4.41048 4.76446 5.33914 0.410
H 3.95659 5.13426 2.03997 0.450
H 1.82842 4.93706 0.79698 0.545
H 0.18904 2.58737 3.96307 0.836
H 2.32074 2.78348 5.21596 0.491
H -0.48822 4.10673 -1.31010 0.493
H -1.83055 2.96176 -1.34928 0.381
O -1.44079 -0.22726 0.33148 -0.023
C -2.31361 -0.98333 -0.51945 2.993
C -1.89436 -2.43184 -0.31791 -0.615
C -1.34652 -2.91966 0.83422 -0.678
C -1.12785 -4.32033 0.79493 -0.840
C -1.52693 -4.87186 -0.38485 -0.585
S -2.17627 -3.69828 -1.44221 0.078
C -3.69652 -0.78569 0.08770 -0.800
C -4.81775 -1.52178 -0.13744 -0.468
C -5.96234 -0.98747 0.51577 -0.831
C -5.68018 0.14266 1.21717 -0.604
S -4.02614 0.56452 1.09527 0.141
C -2.34588 -0.50013 -1.95354 -0.550
C -3.06549 0.57843 -2.39004 -0.434
C -2.85921 0.87721 -3.75929 -0.912
C -1.99540 0.00904 -4.35059 -0.531
S -1.44043 -1.16863 -3.25508 -0.009
H -1.12398 -2.28454 1.68075 0.582
H -0.70614 -4.89454 1.60770 0.453
H -1.48497 -5.90581 -0.68707 0.534
H -4.83340 -2.40638 -0.75880 0.518
H -6.94637 -1.42979 0.46713 0.440
H -6.35036 0.74298 1.81056 0.486
H -3.73714 1.13059 -1.74696 0.611
H -3.33133 1.69615 -4.28079 0.436
H -1.65812 -0.00393 -5.37386 0.500
```

- Net charge: +1
- Lowest unoccupied orbital energy (spin up / spin down): -3.8 / -3.8 eV
- HOMO-LUMO gap (spin up / spin down): 6.4533 / 6.4489 eV



How do the records compare in max |F|? In the order shown, they have 0.4; 1.4; 3.5; 0.7 eV/Å.
How do the records compare in energy above the lowest of the compared OMol25 structures with the same formula, charge and spin? In the order shown, they have 0.000; 1.083; 0.987; 0.017 eV.